{
  "formula": "C4H11N3",
  "method": "the ωB97M-V functional and the def2-TZVPD basis",
  "species": ["C", "C", "C", "C", "N", "N", "N", "H", "H", "H", "H", "H", "H", "H", "H", "H", "H", "H"],
  "xyz": [[-1.895, 0.742, 0.042], [-1.101, -0.394, -0.667], [0.304, -0.613, -0.233], [0.812, -0.099, 0.892], [2.168, -0.321, 1.296], [1.077, -1.469, -1.039], [-1.299, 2.052, -0.072], [-1.972, 0.514, 1.118], [-2.917, 0.655, -0.318], [-1.692, -1.312, -0.687], [-1.093, -0.101, -1.735], [0.278, 0.537, 1.577], [2.276, -0.536, 2.270], [2.557, -1.067, 0.724], [0.605, -1.801, -1.849], [2.046, -1.283, -1.175], [-1.763, 2.624, -0.777], [-0.292, 2.103, -0.186]],
  "forces_ev_per_angstrom": [[1.108, -1.460, 0.821], [-0.761, 0.974, -0.958], [0.310, 0.183, 0.725], [0.786, -0.293, 0.413], [-0.354, -0.048, -1.155], [-0.622, -0.215, 0.517], [-0.791, 1.081, -0.627], [0.023, -0.213, -0.181], [-0.062, 0.633, -0.246], [0.062, -0.235, 0.411], [0.166, -0.013, 0.167], [-0.362, 0.092, -0.171], [-0.065, -0.060, 0.242], [0.123, 0.050, 0.554], [-0.027, -0.110, -0.516], [0.365, 0.293, -0.210], [0.401, -0.234, 0.244], [-0.298, -0.426, -0.030]],
  "mulliken_charge": [-1.013, -0.441, 0.486, -0.432, -0.578, -0.593, -0.495, 0.289, 0.428, 0.395, 0.335, 0.331, 0.231, 0.228, 0.223, 0.122, 0.224, 0.258],
  "lumo_energy_ev": 1.1,
  "e_above_lowest_ev": 1.5520,
  "homo_energy_ev": -7.32
}

{
  "formula": "C4H11N3",
  "method": "the ωB97M-V functional and the def2-TZVPD basis",
  "species": ["C", "C", "C", "C", "N", "N", "N", "H", "H", "H", "H", "H", "H", "H", "H", "H", "H", "H"],
  "xyz": [[0.322, -0.446, 0.135], [-0.713, 0.087, 1.143], [-0.337, -1.348, -0.893], [1.535, -1.057, 0.803], [-0.637, 2.443, -1.167], [-1.334, 1.720, -0.307], [-0.706, 1.480, 0.775], [0.770, 0.508, -0.544], [0.470, 2.411, -0.872], [-1.233, 3.019, -1.750], [-1.698, -0.369, 0.998], [-0.379, -0.003, 2.177], [0.378, -1.716, -1.626], [1.239, -1.915, 1.410], [-0.780, -2.217, -0.401], [-1.154, -0.830, -1.393], [2.239, -1.439, 0.066], [2.019, -0.327, 1.447]],
  "forces_ev_per_angstrom": [[1.417, 1.333, -1.873], [-0.412, 0.375, -0.097], [-0.125, -0.287, 0.284], [-0.230, -0.374, 0.041], [2.655, -0.160, 1.707], [-0.590, -1.374, 1.331], [0.707, 1.545, -1.858], [-1.113, -2.488, 1.946], [-3.533, 1.305, -1.124], [0.915, 0.215, -0.257], [0.053, -0.197, 0.047], [-0.076, -0.067, -0.070], [0.040, 0.085, -0.110], [-0.017, -0.027, 0.154], [0.006, -0.118, 0.034], [0.017, 0.101, -0.136], [0.150, 0.141, -0.052], [0.136, -0.008, 0.032]],
  "mulliken_charge": [1.336, -0.594, -1.691, -1.681, -0.360, -0.166, -0.317, -0.217, 0.311, 0.267, 0.412, 0.349, 0.418, 0.377, 0.372, 0.385, 0.396, 0.405],
  "lumo_energy_ev": 1.1,
  "e_above_lowest_ev": 4.3314,
  "homo_energy_ev": -8.11
}

{
  "formula": "C4H11N3",
  "method": "the ωB97M-V functional and the def2-TZVPD basis",
  "species": ["C", "C", "C", "C", "N", "N", "N", "H", "H", "H", "H", "H", "H", "H", "H", "H", "H", "H"],
  "xyz": [[-1.161, -1.436, -0.863], [-0.565, -0.279, -1.639], [1.311, -0.462, 0.589], [0.644, 1.704, 1.246], [-1.798, -0.847, 0.302], [-0.525, 0.718, -0.555], [0.648, 0.810, 0.169], [-1.840, -2.210, -1.378], [-0.346, -2.102, -0.515], [0.482, -0.311, -2.053], [-1.147, 0.219, -2.328], [0.592, -1.127, 1.147], [1.305, -1.040, -0.308], [2.166, -0.261, 1.115], [0.661, 2.733, 1.026], [-0.270, 1.577, 1.884], [1.620, 1.665, 1.863], [-2.625, -0.405, -0.034]],
  "forces_ev_per_angstrom": [[0.013, -2.615, -0.774], [2.475, -0.106, 1.761], [-4.264, -0.700, -1.596], [0.193, 0.916, 3.090], [1.183, 0.121, 0.001], [1.081, 1.118, 2.363], [-0.615, -2.324, -1.386], [0.629, 1.403, 0.192], [-0.327, 0.398, -0.118], [-0.944, -0.739, 0.082], [-1.634, 0.440, -1.820], [0.483, 1.162, 0.433], [1.542, -0.412, -0.634], [2.224, 0.167, 0.779], [-0.359, 1.341, -1.195], [0.851, -0.251, -0.115], [-1.652, -0.658, -0.827], [-0.879, 0.738, -0.235]],
  "mulliken_charge": [-0.282, -0.616, -0.990, -0.816, -0.516, -0.549, 0.353, 0.358, 0.221, 0.359, 0.285, 0.327, 0.302, 0.426, 0.320, 0.293, 0.287, 0.237],
  "lumo_energy_ev": [0.4, 0.6],
  "e_above_lowest_ev": 6.2939,
  "homo_energy_ev": [-7.63, -8.88]
}

{
  "formula": "C4H11N3",
  "method": "the ωB97M-V functional and the def2-TZVPD basis",
  "species": ["C", "C", "N", "N", "C", "N", "C", "H", "H", "H", "H", "H", "H", "H", "H", "H", "H", "H"],
  "xyz": [[-2.768, 0.290, -0.070], [-0.385, -1.602, -0.114], [2.264, -0.096, 0.086], [-1.415, 0.793, 0.013], [-0.187, -0.126, 0.017], [3.403, 0.698, 0.177], [0.921, 0.582, -0.039], [2.346, -0.872, -0.574], [-1.309, 1.568, 0.665], [3.442, 1.402, -0.564], [3.420, 1.196, 1.066], [1.005, 1.654, 0.079], [-2.915, -0.271, -0.998], [-3.008, -0.368, 0.774], [-3.482, 1.122, -0.067], [0.559, -2.149, -0.174], [-0.942, -1.984, 0.747], [-0.950, -1.836, -1.022]],
  "forces_ev_per_angstrom": [[0.278, -0.381, 0.290], [-0.029, 0.125, 0.152], [-2.483, 0.121, -0.151], [1.557, -0.965, -0.083], [-3.143, 2.438, -0.608], [0.311, 0.554, -0.365], [3.640, -1.642, 0.868], [0.413, 0.660, 0.321], [0.017, -0.572, -0.194], [-0.008, -0.076, 0.115], [-0.095, -0.386, -0.216], [-0.317, 0.044, -0.224], [-0.017, 0.072, 0.087], [-0.308, -0.095, -0.057], [0.251, -0.111, -0.027], [-0.060, 0.207, 0.102], [0.012, -0.035, -0.132], [-0.020, 0.043, 0.123]],
  "mulliken_charge": [-0.803, -1.243, -0.118, -0.282, 0.545, -0.674, -0.526, 0.240, 0.243, 0.236, 0.258, 0.353, 0.260, 0.288, 0.307, 0.337, 0.282, 0.297],
  "lumo_energy_ev": 1.0,
  "e_above_lowest_ev": 3.2952,
  "homo_energy_ev": -7.21
}

Number 1: DFT total energy -8796.0670 eV. Number 2: DFT total energy -8793.2877 eV. Number 3: DFT total energy -8791.3252 eV. Number 4: DFT total energy -8794.3239 eV.